No. 1
Here is C24H7BCl4F9O2 as an isolated structure in a non-equilibrium geometry from the Open Molecules 2025 dataset. Energies are from ωB97M-V/def2-TZVPD.

The total charge is -1.

Positions of all 47 atoms, in Å:
Cl (4.2720, -4.9527, -0.6926)
C (4.0219, -3.3043, -1.0376)
C (2.7173, -2.7989, -1.1539)
Cl (1.4347, -3.9192, -1.0788)
C (2.3787, -1.4261, -1.3515)
O (1.1911, -1.0479, -1.6500)
C (3.6115, -0.5992, -1.7212)
O (3.5058, 0.4807, -2.2383)
C (4.9607, -1.1616, -1.5181)
Cl (6.3088, -0.1427, -1.7336)
C (5.1712, -2.4839, -1.1935)
Cl (6.7387, -3.0710, -0.8709)
F (-5.3332, -3.2615, -0.4564)
C (-4.2248, -2.4347, -0.4618)
C (-4.2868, -1.1702, -1.0289)
C (-3.1712, -0.3151, -0.9674)
F (-3.2905, 0.8970, -1.5964)
C (-1.9501, -0.6450, -0.3537)
B (-0.6348, 0.2420, -0.0992)
C (-0.8839, 1.7773, -0.5713)
C (-0.2581, 2.2725, -1.7060)
F (0.4837, 1.4108, -2.4712)
C (-0.3612, 3.5862, -2.1512)
C (-1.1903, 4.4711, -1.5036)
F (-1.3641, 5.7576, -1.9694)
C (-1.8765, 4.0455, -0.3794)
C (-1.7202, 2.7252, 0.0561)
F (-2.4701, 2.3547, 1.1405)
C (-0.3333, 0.3479, 1.4860)
C (0.9390, 0.7725, 1.8415)
F (1.7987, 1.0954, 0.8156)
C (1.4152, 0.9185, 3.1404)
C (0.5707, 0.6753, 4.2012)
F (0.9994, 0.8193, 5.5059)
C (-0.7376, 0.3023, 3.9334)
C (-1.1669, 0.1534, 2.6052)
F (-2.4835, -0.1682, 2.4313)
H (0.5968, -0.4279, -0.6555)
C (-1.9877, -1.9156, 0.2086)
F (-0.8578, -2.3302, 0.8669)
C (-3.0473, -2.8133, 0.1485)
H (-5.1823, -0.8458, -1.5168)
H (0.1739, 3.8850, -3.0318)
H (-2.5307, 4.7112, 0.1577)
H (2.4362, 1.2065, 3.3119)
H (-1.4326, 0.1177, 4.7345)
H (-2.9502, -3.7906, 0.5748)



No. 2
Here is a 15-piece molecular cluster, C24H81N3O15 overall in a non-equilibrium geometry from the Open Molecules 2025 dataset. Energies are from ωB97M-V/def2-TZVPD.

The energy above the lowest of the compared OMol25 structures with the same formula, charge and spin comes out at 0.0 kcal/mol.

Positions of all 123 atoms, in Å:
C (8.0444, 16.2760, -9.8029)
C (9.3561, 15.6792, -9.3966)
O (10.2460, 16.6953, -8.9262)
H (8.1407, 17.2712, -10.2577)
H (7.3781, 16.4604, -8.9514)
H (7.4001, 15.7757, -10.5266)
H (9.8143, 15.1554, -10.2422)
H (9.1961, 14.9778, -8.5757)
H (10.9624, 16.3069, -8.4210)
C (3.2126, 19.3836, -3.5209)
C (4.6589, 19.8215, -3.4111)
O (5.2906, 19.1289, -2.3169)
H (2.7221, 19.8440, -4.3890)
H (2.6329, 19.5688, -2.6201)
H (3.1535, 18.3309, -3.8085)
H (4.7441, 20.9024, -3.2827)
H (5.2253, 19.4758, -4.2745)
H (5.0792, 19.5271, -1.4681)
C (4.8173, 22.7777, -0.9213)
C (6.2833, 22.7198, -1.2820)
O (7.0886, 23.6640, -0.5410)
H (4.4542, 23.8014, -0.8676)
H (4.6555, 22.3333, 0.0641)
H (4.2500, 22.1727, -1.6301)
H (6.4234, 22.9802, -2.3384)
H (6.7835, 21.7612, -1.1488)
H (7.0783, 24.4925, -1.0266)
C (12.5515, 21.0294, -6.5720)
C (11.5361, 20.6600, -5.4998)
O (10.2603, 20.4825, -6.0789)
H (12.1761, 21.8926, -7.1257)
H (12.7121, 20.1923, -7.2507)
H (13.4991, 21.3293, -6.1259)
H (11.5054, 21.4701, -4.7611)
H (11.8960, 19.7537, -4.9975)
H (9.7073, 20.0013, -5.4291)
C (10.8693, 23.6339, -0.7449)
C (10.4134, 22.2376, -0.3507)
O (9.4684, 22.2651, 0.7000)
H (11.4103, 24.0869, 0.0837)
H (9.9930, 24.2465, -0.9774)
H (11.4782, 23.6149, -1.6502)
H (11.2919, 21.7028, 0.0188)
H (10.0558, 21.6733, -1.2198)
H (8.7191, 22.8023, 0.4085)
C (8.6895, 10.7773, -4.4318)
C (9.4023, 12.1147, -4.4884)
O (10.3335, 12.1096, -5.5415)
H (9.3610, 9.9920, -4.0814)
H (8.3757, 10.4587, -5.4276)
H (7.8327, 10.8404, -3.7616)
H (9.9289, 12.2655, -3.5288)
H (8.6831, 12.9481, -4.4885)
H (10.9608, 12.8389, -5.4144)
C (6.6539, 12.9783, -5.6311)
C (6.8632, 13.5584, -7.0354)
C (7.2178, 12.5100, -8.0686)
O (7.5662, 13.1531, -9.2674)
C (8.1902, 12.3042, -10.1979)
N (5.7404, 14.4407, -7.3980)
H (7.6151, 12.8328, -5.1367)
H (6.1637, 11.9983, -5.6497)
H (6.0328, 13.6146, -5.0037)
H (7.7224, 14.2262, -6.9263)
H (6.3759, 11.8082, -8.1606)
H (8.0724, 11.9324, -7.6925)
H (7.5537, 11.4834, -10.5328)
H (9.1120, 11.8805, -9.7760)
H (8.5299, 12.9234, -11.0269)
H (5.9524, 14.8104, -8.3296)
H (4.9177, 13.8750, -7.6228)
C (8.6475, 16.0423, -6.0257)
C (9.2420, 17.2289, -5.3009)
C (8.1468, 18.1358, -4.7632)
O (8.7376, 19.2265, -4.0711)
C (7.7990, 20.2516, -3.8214)
N (10.2223, 16.8034, -4.2757)
H (8.0967, 16.3200, -6.9248)
H (7.9922, 15.4796, -5.3536)
H (9.4436, 15.3630, -6.3486)
H (9.7821, 17.8404, -6.0303)
H (7.3480, 17.6235, -4.2105)
H (7.6011, 18.4992, -5.6511)
H (7.4286, 20.7229, -4.7293)
H (8.2385, 20.9882, -3.1411)
H (7.0198, 19.8577, -3.1573)
H (10.5068, 17.7017, -3.8829)
H (9.7207, 16.3510, -3.5006)
C (10.2807, 18.4329, -0.8621)
C (11.4449, 17.4571, -0.7757)
C (12.5203, 17.9395, 0.1909)
O (13.0017, 19.2125, -0.2031)
C (13.8399, 19.8091, 0.7524)
N (10.9681, 16.1351, -0.3399)
H (9.6037, 18.3152, -1.7085)
H (10.6746, 19.4471, -0.9229)
H (9.6483, 18.3574, 0.0293)
H (11.8110, 17.3338, -1.7992)
H (13.3798, 17.2627, 0.2188)
H (12.0047, 18.0452, 1.1564)
H (14.7683, 19.2349, 0.8914)
H (13.3395, 19.8378, 1.7298)
H (14.1032, 20.8086, 0.4176)
H (10.5181, 16.2067, 0.5704)
H (11.7527, 15.5068, -0.1840)
O (9.2793, 14.7457, -2.2411)
H (9.8330, 15.2210, -1.5810)
H (9.8822, 14.1327, -2.6783)
O (11.8049, 14.4825, -4.9430)
H (12.2936, 14.9255, -5.6427)
H (11.0854, 15.1131, -4.7213)
O (8.7406, 18.9863, -7.9541)
H (9.4606, 19.5651, -7.6617)
H (9.1695, 18.2651, -8.4474)
O (5.4348, 16.3135, -2.7538)
H (5.4984, 16.2501, -3.7232)
H (5.5315, 17.2652, -2.5833)
O (5.3828, 16.6904, -5.5616)
H (5.6059, 15.8505, -6.0223)
H (5.2150, 17.3307, -6.2675)
O (5.9057, 18.6849, -7.7232)
H (5.5199, 18.2491, -8.4902)
H (6.8602, 18.7273, -7.9086)



Number 1: HOMO -0.1779 Eh. Number 2: HOMO -0.3497 Eh.